## i
C20H26N4O2 | wB97M-V/def2-TZVPD

```
52
Properties=species:S:1:pos:R:3:nbo_charge:R:1
C -6.51 -1.11 0.58 -0.64
C -5.86 -0.55 -0.69 -0.03
C -6.56 0.73 -1.17 -0.40
C -6.26 1.91 -0.25 -0.40
C -4.75 2.08 -0.16 -0.40
C -4.09 0.78 0.31 -0.22
N -4.43 -0.31 -0.59 -0.46
C -3.64 -1.50 -0.37 -0.22
C -2.23 -1.38 -0.98 -0.24
N -1.23 -1.01 -0.01 -0.63
C -0.22 -1.82 0.34 0.66
O -0.02 -2.93 -0.11 -0.62
C 0.69 -1.21 1.43 -0.31
N 1.42 -0.05 0.97 -0.18
N 2.66 -0.28 0.61 -0.17
C 3.43 0.68 0.19 0.10
C 4.80 0.33 -0.19 0.01
C 5.38 -0.83 0.32 -0.20
C 6.67 -1.19 -0.02 -0.20
C 7.40 -0.39 -0.88 -0.20
C 6.83 0.75 -1.41 -0.21
C 5.54 1.11 -1.07 -0.22
C 2.94 2.02 0.14 -0.16
C 1.66 2.26 0.52 -0.25
C 0.80 1.19 0.94 0.59
O -0.38 1.30 1.26 -0.67
H -6.05 -2.05 0.87 0.21
H -6.43 -0.42 1.41 0.20
H -7.57 -1.30 0.40 0.21
H -5.98 -1.31 -1.48 0.19
H -6.19 0.96 -2.17 0.21
H -7.63 0.55 -1.23 0.20
H -6.67 1.73 0.74 0.19
H -6.72 2.81 -0.65 0.21
H -4.35 2.34 -1.14 0.20
H -4.49 2.89 0.54 0.21
H -3.01 0.92 0.30 0.20
H -4.39 0.57 1.35 0.16
H -3.54 -1.75 0.70 0.17
H -4.15 -2.33 -0.86 0.20
H -1.92 -2.33 -1.40 0.24
H -2.26 -0.63 -1.78 0.21
H -1.30 -0.11 0.46 0.43
H 0.07 -0.91 2.28 0.23
H 1.42 -1.97 1.72 0.25
H 4.80 -1.44 1.00 0.23
H 7.10 -2.08 0.39 0.22
H 8.41 -0.67 -1.15 0.22
H 7.40 1.37 -2.10 0.22
H 5.11 2.00 -1.52 0.21
H 3.59 2.83 -0.16 0.23
H 1.23 3.25 0.52 0.24
```

SMILES: C[C@H]1CCCCN1CCNC(=O)Cn1nc(-c2ccccc2)ccc1=O
Orbital gap in eV: 8.1
Net charge: 0
2S+1: 1

---

## ii
C20H26N4O2 | wB97M-V/def2-TZVPD

```
52
Properties=species:S:1:pos:R:3:nbo_charge:R:1
C 2.07 3.18 0.75 -0.59
H 2.36 3.64 1.62 0.20
H 2.03 4.04 -0.11 0.18
H 1.16 2.56 0.70 0.21
C 3.22 2.11 0.11 -0.26
C 4.40 3.03 0.09 -0.56
H 5.22 2.36 -0.02 0.20
H 4.28 3.83 -0.91 0.17
H 4.63 3.73 0.83 0.21
H 3.42 1.53 1.07 0.23
C 2.79 1.69 -0.99 -0.44
C 1.74 0.51 -0.84 0.41
N 0.61 0.60 -1.03 -0.53
C -0.32 -0.03 -0.63 0.52
C -0.09 -1.45 -0.37 -0.17
C 1.18 -1.87 0.07 0.05
C 2.26 -1.04 -0.25 -0.06
C 3.65 -1.28 -0.06 -0.47
C 4.00 -2.40 0.60 -0.39
C 2.96 -3.57 0.26 -0.37
C 1.50 -3.23 0.30 -0.33
H 1.21 -3.19 1.62 0.15
H 0.84 -3.80 -0.04 0.21
H 3.10 -3.69 -0.76 0.19
H 3.22 -4.39 0.39 0.19
H 3.74 -2.29 1.70 0.19
H 4.96 -2.98 0.60 0.24
H 4.15 -1.20 -1.18 0.21
H 4.14 -0.44 0.44 0.23
C -1.33 -2.09 -0.06 0.06
N -1.72 -3.18 0.16 -0.46
C -3.06 -3.52 0.07 0.27
N -3.95 -2.59 -0.10 -0.52
C -3.67 -1.51 -0.50 0.42
N -4.70 -0.64 -0.82 -0.56
H -5.54 -0.79 -0.68 0.37
C -4.58 0.87 -1.07 -0.19
H -5.23 1.23 -1.46 0.13
H -3.59 1.21 -1.06 0.22
C -5.21 1.65 0.50 0.10
C -4.95 2.97 0.46 -0.56
H -5.49 3.56 1.47 0.21
H -4.10 3.30 0.15 0.21
H -5.71 3.26 -0.48 0.18
O -4.41 1.20 1.43 -0.73
H -4.10 0.11 1.53 0.48
H -6.06 1.11 0.63 0.16
C -2.15 -1.20 -0.45 0.23
O -1.63 0.21 -0.92 -0.46
H -3.50 -4.42 0.51 0.19
H 2.45 2.22 -1.79 0.24
H 3.79 1.10 -1.48 0.18
```

Orbital gap in eV: 8.2
Net charge: 0
2S+1: 1

---

Most stable one: i, least stable one: ii.

---

## i
C6H6O3 | wB97M-V/def2-TZVPD

```
15
Properties=species:S:1:pos:R:3:nbo_charge:R:1
C -0.43 0.36 -1.62 -0.66
C 0.12 0.27 -0.22 -0.08
C 0.52 1.37 0.45 -0.22
C 0.90 1.43 1.84 0.39
O 0.26 1.89 2.76 -0.49
C 0.27 -1.11 0.28 0.46
O 0.99 -1.55 1.16 -0.48
C -0.82 -2.07 -0.29 0.35
O -0.77 -2.70 -1.31 -0.49
H -1.45 0.72 -1.45 0.23
H -0.47 -0.69 -2.04 0.25
H 0.20 1.11 -2.07 0.24
H 0.44 2.31 -0.09 0.23
H 1.87 0.94 2.06 0.13
H -1.64 -2.28 0.55 0.13
```

SMILES: C/C(=C/C=O)C(=O)C=O
Orbital gap in eV: 8.8
Net charge: 0
2S+1: 1

---

## ii
C6H6O3 | wB97M-V/def2-TZVPD

```
15
Properties=species:S:1:pos:R:3:nbo_charge:R:1
C 1.20 2.49 2.11 -0.32
C 0.01 2.40 1.98 0.30
O -1.30 2.22 2.05 -0.50
C -2.11 2.27 0.93 0.81
C -3.52 1.87 1.42 -0.70
O -1.92 2.57 -0.21 -0.53
H 2.24 2.50 2.03 0.24
H -4.18 2.46 0.76 0.24
H -3.59 0.83 1.22 0.24
H -3.51 2.12 2.40 0.22
C 4.07 -3.18 -2.87 -0.78
C 3.34 -2.53 -3.68 0.72
O 2.64 -2.12 -4.49 -0.45
H 3.57 -3.72 -2.21 0.25
H 5.17 -3.12 -2.78 0.27
```

SMILES: C#COC(C)=O.C=C=O
Orbital gap in eV: 10.1
Net charge: 0
2S+1: 1

---

Most stable one: i, least stable one: ii.

---

## i
C3H6O | wB97M-V/def2-TZVPD

```
10
Properties=species:S:1:pos:R:3:nbo_charge:R:1
O -1.05 1.30 1.22 -0.70
C -0.12 1.20 0.36 0.11
C 0.18 0.21 -0.64 0.01
C -0.17 -1.16 -0.42 -0.75
H 1.00 0.60 1.60 0.17
H 0.55 0.62 -1.62 0.23
H 0.58 2.10 0.31 0.13
H 0.43 -1.82 0.34 0.29
H -0.36 -1.79 -1.36 0.24
H -1.05 -1.25 0.22 0.28
```

Orbital gap in eV: 5.8
Net charge: 0
2S+1: 1

---

## ii
C3H6O | wB97M-V/def2-TZVPD

```
10
Properties=species:S:1:pos:R:3:nbo_charge:R:1
C -1.22 0.11 0.67 -0.53
C 0.08 -0.12 0.46 0.30
C 1.40 0.10 -0.08 -0.13
O 1.13 -0.23 1.30 -0.46
H -2.02 -0.09 -0.01 0.23
H -1.49 0.44 1.66 0.22
H 1.99 -0.60 -0.68 0.20
H 1.70 1.14 -0.16 0.19
H -0.99 -0.06 -1.60 0.00
H -0.59 -0.70 -1.56 0.00
```

SMILES: C=C1CO1.[H][H]
Orbital gap in eV: 10.2
Net charge: 0
2S+1: 1

---

## iii
C3H6O | wB97M-V/def2-TZVPD

```
10
Properties=species:S:1:pos:R:3:nbo_charge:R:1
C 1.79 -0.01 0.13 -0.47
C 0.61 0.33 -0.16 0.14
O -0.40 -0.54 -0.08 -0.50
C -1.62 0.16 0.08 -0.30
H 2.45 0.66 0.11 0.19
H 2.07 -1.09 0.09 0.20
H 0.21 1.27 -0.08 0.15
H -2.28 -0.21 0.94 0.18
H -1.80 1.19 -0.02 0.19
H -2.12 -0.38 -0.67 0.20
```

SMILES: C=COC
Orbital gap in eV: 10.0
Net charge: 0
2S+1: 1

---

## iv
C3H6O | wB97M-V/def2-TZVPD

```
10
Properties=species:S:1:pos:R:3:nbo_charge:R:1
C 2.41 -0.10 -0.12 -0.39
C 1.81 -0.75 0.94 -0.37
H 1.74 0.08 -0.90 0.18
H 3.49 0.07 -0.31 0.21
H 0.77 -1.09 0.95 0.19
H 2.23 -0.89 1.90 0.19
C -1.67 0.26 -0.64 0.28
O -2.67 0.63 -0.08 -0.48
H -1.46 -0.54 -1.35 0.11
H -0.76 0.89 -0.71 0.09
```

SMILES: C=C.C=O
Orbital gap in eV: 10.8
Net charge: 0
2S+1: 1

---

Most stable one: iv, least stable one: i.